Here is 2 unconnected molecules or ions with the total composition C28H20F4NS in a non-equilibrium geometry from the OMol25 dataset. Energies are from wB97M-V/def2-TZVPD.

Last column: Löwdin charge in e.
CARTESIAN COORDINATES (ANGSTROEM)
F -2.655 3.131 -3.474  0.063
C -2.406 1.846 -3.050  -0.211
C -3.483 0.961 -2.989  0.114
C -3.203 -0.315 -2.499  -0.214
F -4.210 -1.253 -2.521  0.063
C -1.963 -0.688 -2.025  0.060
C -0.856 0.200 -2.190  -0.185
C 0.425 -0.298 -1.872  0.072
C 1.679 0.229 -2.281  -0.199
C 2.705 -0.715 -2.579  0.069
C 3.920 -0.273 -3.053  -0.220
F 4.900 -1.197 -3.330  0.065
C 4.218 1.078 -3.240  0.112
C 3.246 1.991 -2.835  -0.212
F 3.555 3.332 -2.898  0.063
C 2.007 1.615 -2.337  0.040
C -1.110 1.503 -2.707  0.076
H -4.472 1.243 -3.330  0.147
H -1.798 -1.670 -1.586  0.117
H 0.449 -1.313 -1.465  0.130
H 2.513 -1.775 -2.416  0.144
H 5.166 1.399 -3.654  0.147
H 1.331 2.375 -1.952  0.124
H -0.302 2.213 -2.843  0.109
C -1.263 1.978 2.333  0.007
N -1.503 0.564 2.067  -0.077
C -2.654 -0.109 2.488  -0.227
C -2.581 -1.480 2.217  -0.434
C -3.632 -2.320 2.580  -0.068
C -4.734 -1.783 3.258  -0.061
C -4.792 -0.412 3.552  -0.056
C -3.751 0.438 3.169  0.000
S -1.066 -1.907 1.433  1.130
C -0.527 -0.230 1.515  -0.464
C 0.702 0.273 1.115  -0.081
C 1.966 -0.383 1.313  -0.239
C 2.115 -1.492 2.182  -0.051
C 3.336 -2.158 2.277  -0.066
C 4.422 -1.756 1.487  -0.069
C 4.304 -0.624 0.668  -0.077
C 3.131 0.113 0.676  -0.043
H -0.191 2.169 2.433  0.096
H -1.646 2.621 1.529  0.111
H -1.769 2.238 3.266  0.095
H -3.553 -3.372 2.318  0.115
H -5.550 -2.438 3.556  0.114
H -5.654 -0.015 4.087  0.116
H -3.773 1.501 3.411  0.112
H 0.725 1.279 0.688  0.114
H 1.268 -1.783 2.810  0.090
H 3.446 -3.001 2.963  0.113
H 5.367 -2.293 1.529  0.109
H 5.132 -0.313 0.032  0.111
H 3.073 1.077 0.170  0.109

Results
Frontier orbital gap (eV): 4.04
E_tot (Ha): -1931.09336
Net charge: +1


Here is a molecular structure, C5H9O3Sn in a non-equilibrium geometry from the OMol25 dataset. Energies are from wB97M-V/def2-TZVPD.

Last column: Mulliken spin population.
CARTESIAN COORDINATES (ANGSTROEM)
H -0.966 -1.338 0.369  -0.040
C 1.998 2.397 -0.414  0.002
O 0.957 1.579 -0.884  0.008
C -0.310 1.986 -0.432  -0.055
C -1.366 1.112 -0.984  0.910
H 2.940 2.005 -0.816  0.000
H 1.868 3.441 -0.751  -0.001
H 2.047 2.387 0.690  0.000
H -0.492 3.046 -0.704  0.072
H -0.334 1.950 0.682  0.036
H -1.180 0.555 -1.903  0.020
H -2.325 1.050 -0.470  0.002
O -1.169 -2.460 2.154  0.001
C -0.792 -2.324 0.863  0.043
C -0.228 -3.356 0.188  0.002
O -0.003 -4.547 0.797  0.000
Sn -0.730 -4.234 2.473  -0.001
H 0.085 -3.248 -0.858  0.000

Results
Frontier orbital gap (spin up / spin down) (eV): 8.18 / 8.23
Spin multiplicity: 2
E_tot (Ha): -635.79374
Energy relative to the best compared isomer or geometry (same formula, charge and spin) (kcal per mole): 0.4
Net charge: 0


Here is a molecular structure, C4H9O2 in a non-equilibrium geometry from the OMol25 dataset. Energies are from wB97M-V/def2-TZVPD.

Last column: Löwdin charge in e.
CARTESIAN COORDINATES (ANGSTROEM)
C -0.786 0.129 2.192  0.080
C 1.440 0.504 -0.592  0.026
C -0.452 -1.257 -1.106  0.047
C -0.021 0.128 -0.542  -0.323
O -0.982 1.076 -0.533  0.129
O -0.227 -0.407 1.267  0.021
H -1.051 -0.342 3.143  0.131
H -1.224 1.062 2.172  0.090
H 2.033 0.146 0.303  0.134
H 1.713 0.123 -1.519  0.075
H 1.704 1.650 -0.563  0.146
H -0.806 -1.001 -2.067  0.094
H -1.159 -1.738 -0.364  0.129
H 0.307 -1.972 -1.279  0.088
H -0.489 1.899 -0.511  0.133

Results
Frontier orbital gap (eV): 11.55
E_tot (Ha): -307.94838
Energy relative to the best compared isomer or geometry (same formula, charge and spin) (kcal per mole): 27.2
Net charge: +1


Here is 2 unconnected molecules or ions with the total composition CH3NO2 in a non-equilibrium geometry from the OMol25 dataset. Energies are from wB97M-V/def2-TZVPD.

Last column: Löwdin charge in e.
CARTESIAN COORDINATES (ANGSTROEM)
C -1.688 -0.506 0.354  0.153
N -1.183 0.530 0.175  -0.232
O 2.099 0.141 -0.518  -0.138
O -0.864 1.662 0.372  0.038
H 1.131 0.478 -0.488  0.036
H -1.634 -1.531 0.144  0.062
H 2.140 -0.773 -0.039  0.081

Results
Frontier orbital gap (eV): 10.88
E_tot (Ha): -245.00936
Energy relative to the best compared isomer or geometry (same formula, charge and spin) (kcal per mole): 106.5
Net charge: 0


Here is 2 unconnected molecules or ions with the total composition C2H4NP in a non-equilibrium geometry from the OMol25 dataset. Energies are from wB97M-V/def2-TZVPD.

Last column: Löwdin charge in e.
CARTESIAN COORDINATES (ANGSTROEM)
C -1.861 0.706 -0.312  -0.573
C 0.572 -0.290 -0.295  -0.027
N -3.038 0.361 -0.941  -0.287
P -2.948 -0.391 0.528  0.887
H -1.427 1.791 -0.170  0.074
H 0.938 0.618 0.238  -0.021
H 1.009 -0.607 -1.307  0.002
H 0.409 -1.063 0.426  -0.055

Results
Frontier orbital gap (spin up / spin down) (eV): 5.89 / 5.89
E_tot (Ha): -474.48571
Energy relative to the best compared isomer or geometry (same formula, charge and spin) (kcal per mole): 118.0
Net charge: 0


Here is 2 unconnected molecules or ions with the total composition C7H16N2O4S in a non-equilibrium geometry from the OMol25 dataset. Energies are from wB97M-V/def2-TZVPD.

Last column: Löwdin charge in e.
CARTESIAN COORDINATES (ANGSTROEM)
C 1.027 1.482 -0.524  -0.525
C 1.898 -1.368 -1.032  -0.019
C 4.019 -0.825 0.314  -0.036
C -4.088 -0.741 -0.192  -0.117
C -3.291 1.534 -0.076  -0.129
C 2.786 -0.289 -0.437  -0.359
C 1.821 0.552 0.328  -0.265
N -3.024 0.178 -0.528  -0.471
N 1.675 0.758 1.594  0.218
O 0.261 2.351 0.182  0.085
O 1.107 1.595 -1.727  0.121
O -1.429 -1.739 -0.517  -0.440
O -1.348 -0.143 1.514  -0.340
S -1.425 -0.303 -0.253  0.969
H 2.491 -1.821 -1.818  0.106
H 1.791 -2.069 -0.299  0.070
H 1.136 -0.827 -1.370  0.008
H 3.656 -1.523 0.951  0.039
H 4.348 0.161 0.838  0.128
H 4.717 -1.231 -0.312  0.051
H -4.390 -0.648 0.800  0.055
H -4.937 -0.490 -0.849  0.100
H -3.665 -1.768 -0.328  0.089
H -2.263 1.995 -0.200  0.073
H -3.996 1.891 -0.986  0.137
H -3.739 1.508 0.950  0.096
H 3.285 0.433 -1.151  0.166
H 2.372 0.252 2.049  0.044
H -1.290 -1.035 2.012  0.096
H 0.493 2.129 1.068  0.053

Results
Frontier orbital gap (eV): 9.62
E_tot (Ha): -1084.88269
Energy relative to the best compared isomer or geometry (same formula, charge and spin) (kcal per mole): 33.9
Net charge: 0